{"formula": "C4H16O3", "method": "ωB97M-V/def2-TZVPD", "species": ["C", "C", "C", "C", "H", "H", "H", "H", "H", "H", "H", "H", "H", "H", "H", "H", "O", "H", "H", "O", "H", "H", "O"], "positions_angstrom": [[0.162134, -1.986958, 0.174938], [0.879096, 1.906909, 0.225712], [0.224534, 0.605769, -0.223612], [0.445239, -0.554061, 0.751912], [-0.863103, -2.134104, -0.166689], [0.265610, -2.667616, 1.011525], [0.790995, -2.118688, -0.698619], [0.577445, 2.722393, -0.413790], [1.995604, 1.870676, 0.361652], [0.537588, 2.212199, 1.241422], [0.593886, 0.309441, -1.239377], [-0.827064, 0.781515, -0.380827], [1.575919, -0.571610, 0.868416], [-0.138337, -0.272105, 1.678519], [-3.243179, 0.098217, -0.984189], [-2.821986, 0.000892, -2.398210], [-3.030886, -0.586711, -1.660496], [4.640803, -0.105102, -1.033935], [3.257565, 0.076619, -0.606375], [4.039064, -0.442985, -0.356048], [-3.598719, 0.219058, 1.754380], [-2.299008, 0.121296, 1.151217], [-3.163191, 0.514965, 0.942479]], "forces_ev_per_a": [[-1.082, 1.592, 0.744], [0.472, 0.107, 1.343], [0.597, -0.453, -0.833], [0.827, -0.055, -0.709], [-0.172, 0.336, -0.079], [0.649, -0.542, -0.288], [0.375, -0.499, 0.237], [0.268, 0.287, -0.370], [-0.927, -0.102, -0.559], [-0.049, -0.361, -0.504], [-0.079, 0.217, 0.674], [-0.529, 0.085, -0.024], [-1.325, 0.149, 0.906], [1.012, -0.748, -0.531], [0.001, -1.032, -0.056], [0.069, -0.453, -0.288], [-0.092, 1.366, 0.272], [0.371, -0.361, 0.249], [-0.107, -0.343, 0.458], [-0.297, 0.726, -0.728], [-0.705, 0.328, -0.294], [0.133, 0.283, -0.723], [0.588, -0.527, 1.102]], "mulliken_charge": [-1.24, -1.31, -0.10, -0.45, 0.29, 0.36, 0.31, 0.38, 0.27, 0.28, 0.30, 0.15, 0.39, 0.42, 0.32, 0.31, -0.62, 0.31, 0.29, -0.61, 0.29, 0.29, -0.64], "homo_lumo_gap_ev": 11.564, "max_force_ev_per_a": 2.064, "multiplicity": 1, "smiles": "CCCC.O.O.O", "total_energy_ev": -10549.6240, "homo_energy_ev": -10.966, "e_above_lowest_ev": 0.8504, "mol_weight_g_mol": 112.2}